Entry from the Open Molecules 2025 dataset: 9 unconnected molecules or ions with the total composition C34H60O20S3 in a non-equilibrium geometry (wB97M-V/def2-TZVPD).

```
117
Properties=species:S:1:pos:R:3:forces:R:3:mulliken_charge:R:1
S -1.9411 4.5915 -1.7042 0.393 0.357 -0.638 1.018
S 2.6387 -6.1121 2.1741 1.636 1.916 1.585 1.063
S 3.1439 3.6675 -0.6744 -0.038 0.386 0.719 1.021
O -3.7768 -0.1816 2.0530 -0.521 -3.613 -2.287 -0.041
O -3.6117 0.4090 4.0785 0.591 2.477 1.397 -0.429
O -4.3178 -0.8583 -3.3534 3.081 -0.539 -0.521 -0.377
O -1.2966 5.6619 -0.9361 -0.610 -1.404 -0.631 -0.656
O -2.1280 -1.5934 -3.1832 -1.583 1.327 0.604 -0.484
O 2.7486 4.5748 -1.7555 0.711 -1.350 0.808 -0.727
O -3.2720 4.1209 -1.3127 0.954 0.471 -0.215 -0.614
O -3.7385 -1.7829 3.6994 -0.114 0.824 -0.898 -0.566
O -4.8871 -4.3139 1.6699 -3.935 1.534 -0.200 -0.391
O 2.0722 2.8624 -0.0372 1.780 0.897 -1.069 -0.554
O 4.2016 0.6266 3.0631 -2.731 0.360 -2.902 -0.307
O -0.6142 -1.2672 0.5046 -3.072 -2.839 1.708 -0.527
O -6.9912 -3.3766 0.9919 5.753 -0.193 0.754 -0.645
O -2.8632 0.3139 -2.1360 2.871 -2.016 0.249 0.391
O 1.5529 -3.2406 -6.2685 -1.220 1.629 1.935 -0.595
O 3.8027 -6.9962 1.9979 -1.839 0.973 0.009 -0.642
O -4.9861 -2.5654 0.2631 -0.440 0.637 0.760 -0.211
O 6.2725 0.2063 3.4607 -0.068 1.011 0.659 -0.620
O 2.1167 -5.8990 3.5585 0.331 -0.884 -2.955 -0.629
O 4.8301 0.7989 5.1064 2.265 -0.501 0.879 -0.367
C 5.5450 4.2366 0.6068 -0.032 1.046 -0.101 -0.853
C -3.6048 1.1519 1.8134 -0.058 1.979 1.942 0.216
C 4.0263 4.6001 0.6300 0.759 -1.206 1.225 -0.521
C 0.8548 -2.7139 -4.0105 -0.910 0.037 0.729 -0.210
C 2.9997 -4.3698 1.5350 0.017 -0.807 -1.926 -0.815
C 5.1962 0.6042 3.8320 4.382 -2.796 1.599 0.645
C 3.5471 1.3262 5.1991 0.007 -0.776 0.672 0.390
C 1.3866 -6.3717 0.9034 -1.265 -1.516 0.577 -0.995
C 2.0005 -4.1404 0.2794 1.399 0.888 1.156 0.050
C 0.8307 -5.0425 0.4678 -0.319 -0.103 0.310 -0.264
C 0.6750 -0.5635 -1.2018 1.555 -0.321 -0.525 -0.207
C 3.6845 2.7164 5.7844 -0.604 0.908 -1.366 -1.285
C -6.1088 -0.1155 -2.1258 -2.039 -0.506 -0.869 -1.530
C -3.3859 1.6297 3.2972 2.094 0.704 -0.049 0.283
C -3.9086 1.1846 -2.2585 -1.516 -0.273 -0.080 0.030
C -3.0054 -0.8025 -2.9205 -0.064 -0.402 -0.358 0.105
C 0.3382 -0.6341 0.2377 -0.281 2.258 -0.225 0.129
C -0.8353 3.1198 -1.9320 0.755 1.200 0.547 0.318
C 1.2710 -0.9043 -5.8378 -0.932 -1.482 0.172 -0.848
C -0.5923 4.3715 -4.0655 -0.519 1.410 -0.726 -0.868
C -3.7098 -0.6458 3.3186 0.028 0.058 -0.410 0.533
C -0.4272 3.0297 -3.4567 -1.224 -2.052 1.978 -0.307
C -3.6009 -2.8606 0.4000 0.179 -0.396 -1.368 -0.058
C -5.7200 -3.3804 1.0265 -4.333 -1.223 -0.434 0.531
C 3.0977 1.0553 3.7750 -2.585 2.274 -0.628 -0.057
C -1.9504 2.2573 3.5146 -1.112 -0.585 0.616 -1.162
C -3.5945 -4.0025 1.3953 3.471 -1.088 0.183 0.746
C -4.9470 0.3062 -2.9389 -1.102 1.842 0.372 0.429
C 4.6782 2.6032 -1.0394 -0.148 -0.378 -0.099 -0.895
C -2.8223 -5.2738 0.9251 -0.064 1.037 -1.139 -1.256
C 0.9280 0.3029 1.2528 1.376 0.139 -0.877 -0.402
C 1.1892 -2.3828 -5.4406 2.289 -1.741 -1.770 0.564
C 5.6904 2.7629 0.1259 -1.175 0.980 0.107 -0.089
C -1.9190 5.0531 -3.5026 0.766 -1.681 0.974 -0.767
H 2.0063 0.1609 1.1813 0.308 0.187 0.334 0.181
H 3.7553 4.1125 1.5665 -0.856 -0.103 -0.090 0.042
H -6.9184 0.5985 -2.2775 0.043 0.382 0.909 0.418
H 0.2636 -0.5532 -5.6140 0.078 0.692 -0.016 0.199
H -5.2243 0.9976 -3.7347 -0.729 -1.020 -0.824 0.318
H -2.9642 -2.0323 0.7109 -0.597 0.163 0.111 -0.167
H -3.6185 2.0066 -2.9129 -0.053 0.303 0.504 -0.004
H 2.8931 0.6450 5.7435 0.403 0.253 1.007 0.386
H 0.7878 1.3047 0.8468 -0.095 0.124 0.220 0.198
H 1.7097 -2.7119 -3.3343 0.444 0.343 -0.356 0.276
H 5.9476 4.4214 1.6027 -0.257 -0.639 0.381 0.452
H 2.7798 1.9835 3.3001 -0.500 0.038 -0.126 0.173
H -1.2777 2.2968 -1.3708 -0.335 -0.291 -0.781 -0.174
H 5.3861 2.1174 0.9498 -0.206 -0.015 0.074 -0.078
H 4.3866 2.9786 6.5758 -0.481 -1.333 0.810 0.347
H 0.3528 4.8981 -3.9333 -0.373 0.662 0.418 0.272
H -0.6545 4.2248 -5.1438 -0.318 0.286 -0.108 0.460
H 4.1959 3.3389 5.0502 -0.531 0.207 -0.802 0.261
H 0.5348 2.5547 -3.6494 0.447 0.594 0.540 0.495
H -1.0557 2.2570 -3.8993 -0.684 0.253 -0.202 0.144
H 0.3924 -3.6774 -3.7960 0.044 -0.228 -0.785 0.375
H -4.3360 1.4554 -1.2931 0.617 0.587 0.014 0.032
H -5.9969 -0.5216 -1.1206 0.436 0.595 0.114 0.270
H 1.6665 -3.1042 0.2259 0.094 0.063 0.129 -0.528
H 0.2623 -5.2156 -0.4460 -0.136 0.288 0.047 0.431
H -2.1086 -4.8048 0.2477 0.741 -0.491 0.134 0.105
H 2.0259 -0.3965 -5.2376 -0.095 0.124 -0.120 0.268
H 6.6985 2.4177 -0.1039 -0.051 0.408 -0.388 0.392
H -2.7548 4.4245 -3.8098 -0.135 0.233 -0.508 0.303
H -0.0115 3.4145 -1.2819 0.460 0.062 -0.303 -0.030
H -1.8118 2.4677 4.5751 -0.100 -0.083 0.127 0.447
H 1.7068 -6.9579 0.0420 0.923 0.235 0.145 0.431
H -3.0559 -3.5668 2.2368 -0.398 -0.480 0.625 0.199
H -2.7749 1.3800 1.1445 0.448 -0.389 0.283 -0.196
H 3.9884 -4.3931 1.0768 0.181 -0.301 0.319 0.413
H 1.6729 -0.9956 -1.2775 0.560 0.483 -0.396 0.565
H 5.0992 2.8782 -2.0064 -0.158 0.544 0.079 0.431
H -4.0006 2.4437 3.6817 -0.757 -0.613 -0.224 0.262
H 2.2844 0.3311 3.7271 0.254 -0.047 -0.051 0.082
H -1.0901 1.6622 3.2085 -0.263 -0.067 -0.403 0.039
H -6.5377 -0.9518 -2.6778 0.019 -0.335 -0.040 0.423
H 3.0717 -3.6445 2.3456 -0.729 -0.161 -0.018 0.426
H 3.7804 5.6524 0.7731 -0.049 -0.089 -0.749 0.486
H -4.4524 1.6455 1.3381 -0.487 -0.422 0.189 0.197
H 0.6473 0.4674 -1.5548 0.252 -0.032 -0.135 0.161
H -2.1703 6.1100 -3.5919 0.500 -0.129 -0.209 0.479
H 0.6071 0.2402 2.2926 -0.360 -0.434 -0.405 0.151
H -2.3365 -5.9445 1.6339 -0.093 0.576 0.393 0.327
H 0.2132 -4.5469 1.2169 -0.371 -0.505 0.087 0.136
H 0.0723 -1.2319 -1.8166 -0.452 0.393 0.493 -0.249
H -1.9867 3.2375 3.0392 0.247 -0.112 -0.338 0.408
H -3.2956 -3.1272 -0.6118 0.300 -0.294 -0.034 0.539
H -3.3919 -5.9185 0.2559 -0.540 0.180 0.101 0.369
H 0.6365 -7.0371 1.3309 -0.179 0.152 0.362 0.447
H 0.1372 -1.9978 -3.6103 0.140 0.137 -0.162 -0.365
H 4.3803 1.5616 -1.1605 -0.406 0.083 0.180 0.462
H 2.6724 3.0846 5.9523 0.210 0.470 0.260 0.344
H 2.5135 -4.3374 -0.6619 0.279 -0.184 0.151 0.445
H 1.4466 -0.9033 -6.9136 0.207 0.366 0.214 0.321
H 6.0878 5.0469 0.1201 0.152 -0.557 -1.143 0.319
```
Positions in Å, forces in eV/Å.

Results
- LUMO (Eh) = -0.0046
- SMILES = C[C@H]1COC(=O)O1.C[C@H]1COC(=O)O1.C[C@H]1COC(=O)O1.C[C@H]1COC(=O)O1.O=S1(=O)CCCC1.O=S1(=O)CCCC1.O=S1(=O)CCCC1.CC(C)=O.CC(C)=O
- HOMO-LUMO gap (eV) = 9.6



Entry from the Open Molecules 2025 dataset: 9 unconnected molecules or ions with the total composition C34H61F10NO11 (wB97M-V/def2-TZVPD).

```
117
Properties=species:S:1:pos:R:3:forces:R:3:mulliken_charge:R:1
F -4.7827 -1.7520 -1.7717 -0.065 0.091 -0.050 -0.259
F -2.5405 -2.5821 -4.9989 -0.006 0.151 0.225 -0.362
F -2.7341 -2.6597 -2.8686 -0.051 -0.068 -0.221 -0.219
F -3.9643 1.1364 -2.2420 -0.311 -0.278 0.059 -0.157
F -4.1108 0.0439 -4.6580 -0.070 -0.213 0.043 -0.321
F -5.9579 1.2627 -3.0835 0.276 -0.298 0.410 -0.265
F -5.6762 0.5380 -1.0443 0.116 0.056 -0.403 -0.265
F -4.8819 -1.9930 -4.8812 0.022 0.094 0.080 -0.323
F 1.6571 0.3751 -8.1253 -0.138 -0.007 0.115 -0.301
F -6.3792 -1.2365 -3.1469 0.229 0.008 0.094 -0.320
O -2.5572 -0.6384 -6.6728 -0.234 -0.174 -0.155 -0.488
O 4.7019 -1.2861 1.9322 0.051 0.034 0.049 -0.386
O 1.6991 1.6887 -3.3087 -0.024 -0.041 -0.121 -0.713
O 1.3620 2.1724 -6.0840 0.296 0.256 -0.025 -0.550
O -6.2595 -5.4242 -3.3428 0.015 0.016 -0.054 -0.533
O -0.6299 -5.2329 -1.1718 -0.037 -0.021 0.067 -0.369
O -4.2302 2.4611 10.3068 0.232 0.000 0.143 -0.455
O -3.3526 2.8978 5.8218 0.007 -0.010 -0.003 -0.496
O -0.3724 2.1914 3.7212 -0.093 0.038 0.101 -0.446
O -1.2673 3.6853 10.7275 0.001 0.095 0.084 -0.466
O 5.1797 3.1851 -1.7209 0.023 0.396 0.026 -0.431
N -1.9499 -0.7793 -1.3923 0.022 0.368 0.005 -0.166
C 3.2884 1.6380 0.6157 0.120 -0.078 0.088 0.090
C -3.7454 1.1930 10.7531 -0.127 0.105 0.069 -0.589
C 0.3777 0.9201 -0.9983 -0.373 0.041 0.101 -2.017
C -3.3266 2.8261 7.2458 -0.041 0.039 -0.131 -0.547
C 5.6406 -0.4706 2.6219 -0.026 -0.059 0.003 -0.630
C -1.6184 -0.7756 -3.7971 0.091 0.026 0.035 0.446
C -1.4060 -0.5501 -6.3415 0.346 0.117 -0.018 0.069
C -0.0834 0.4661 -2.3610 -0.060 0.116 -0.159 0.995
C -6.3825 -4.8596 -4.6443 0.015 -0.021 0.090 -0.424
C 0.7067 0.2138 -7.2063 -0.059 -0.005 -0.085 0.287
C 0.8087 1.1099 -6.0087 -0.182 -0.326 0.132 -0.099
C 0.9009 -0.1655 -0.0577 0.261 -0.129 0.259 1.616
C -5.1613 0.5365 -2.2833 0.020 0.343 -0.025 0.518
C -1.5137 5.0076 10.2709 0.000 -0.092 0.008 -0.414
C -4.1978 -1.1697 -4.0669 0.026 0.062 0.007 0.477
C 3.6658 -2.5051 -1.1148 0.106 -0.135 -0.088 -1.477
C 0.1469 0.5722 -4.7807 -0.174 -0.211 0.109 0.854
C 4.5252 4.4308 -1.5105 0.004 -0.012 0.015 -0.636
C 2.9842 1.1399 -3.6609 0.124 -0.065 0.062 -1.703
C -5.1035 -0.9446 -2.7907 -0.162 -0.004 -0.070 0.721
C -0.3534 2.1207 5.1428 0.017 -0.011 -0.043 -0.577
C 1.2067 0.3612 1.3533 -0.334 0.156 -0.210 -1.365
C 3.1591 -1.3698 -3.3980 -0.210 -0.131 0.188 -1.396
C 0.0717 -6.3992 -0.7617 -0.037 0.066 -0.022 -0.645
C 1.4324 -2.8545 -2.2815 0.347 -0.137 0.120 -1.260
C 3.4286 -0.0046 -2.7326 0.219 0.000 -0.357 4.627
C -2.7418 -1.7863 -3.9125 -0.060 -0.123 -0.171 0.832
C 4.9180 0.1832 -2.4132 -0.142 0.076 0.153 -1.065
C 1.9623 1.6799 1.3808 0.405 0.268 -0.048 -0.642
C 0.6069 0.9057 -3.4964 -0.168 -0.043 -0.064 0.140
C 2.9436 -2.5912 -2.4627 -0.054 -0.028 -0.065 0.926
C -1.2021 -0.3622 -2.5219 0.014 0.005 0.001 -0.923
C -0.9618 -0.2831 -4.9246 0.355 0.171 0.130 0.613
C -0.3314 -0.5929 -7.3682 0.151 -0.045 -0.006 -1.094
H -5.4490 -4.9392 -5.2074 -0.007 0.021 -0.023 0.227
H 3.9646 -1.5732 -4.1102 0.061 0.066 0.042 0.460
H -1.9288 5.6400 11.0610 0.015 0.021 -0.005 0.268
H -1.8422 -0.1187 -0.6354 0.147 -0.114 0.091 0.405
H 4.4557 4.6757 -0.4472 -0.017 0.000 -0.009 0.278
H 5.1069 1.2024 -2.0696 -0.063 -0.321 -0.134 -0.016
H -5.5818 -4.9333 -2.8702 -0.009 0.009 0.013 0.305
H -0.3148 -7.2973 -1.2500 0.015 -0.008 0.000 0.285
H 1.2218 -3.3309 -1.3217 -0.056 0.051 -0.040 0.297
H 0.2594 0.5008 1.8830 0.112 -0.057 0.128 0.371
H 5.2607 0.5480 2.5863 0.010 0.006 0.012 0.236
H 3.8403 0.7178 0.8369 -0.106 0.042 -0.037 -0.473
H -4.5164 0.6517 11.3053 0.023 -0.054 -0.017 0.302
H 3.5186 4.3292 -1.9100 -0.018 -0.004 -0.003 0.207
H -3.4729 0.6202 9.8712 0.003 0.026 -0.033 0.218
H 3.5112 -1.5516 -0.6120 0.044 -0.095 0.091 0.058
H 3.3085 -3.2978 -0.4521 -0.008 0.044 -0.014 0.450
H 0.6330 1.7710 5.4409 0.024 -0.006 -0.056 0.340
H 3.6651 1.9888 -3.6010 -0.090 -0.023 0.100 0.548
H -0.5337 3.1003 5.5903 0.010 -0.009 0.048 0.234
H 2.2445 -1.2834 -3.9942 0.065 -0.036 -0.110 0.152
H 1.0613 -3.5376 -3.0486 -0.073 0.178 -0.070 0.327
H 1.1097 -6.2632 -1.0583 0.011 0.000 -0.002 0.207
H 1.1335 1.6845 -1.1523 -0.022 0.003 0.078 0.449
H 1.8049 -0.6261 -0.4616 -0.230 0.107 -0.047 -1.676
H 1.3405 2.4933 0.9924 -0.014 -0.057 0.014 0.206
H 3.9340 2.4742 0.8943 -0.051 0.033 -0.029 0.636
H 5.0182 -2.1933 1.9504 -0.028 -0.020 -0.037 0.260
H -1.1071 1.4229 5.5125 0.016 -0.005 0.051 0.207
H -7.1528 -5.4229 -5.1657 -0.007 -0.027 0.014 0.328
H -6.6847 -3.8116 -4.5998 -0.013 0.006 -0.032 0.117
H -0.4915 -1.1800 -8.2626 -0.070 0.101 -0.029 0.480
H 2.9852 0.7985 -4.6980 -0.053 0.032 -0.066 0.295
H 0.0338 -6.5360 0.3223 0.015 -0.011 0.001 0.300
H -1.6926 -1.7053 -1.0764 -0.165 -0.036 -0.034 0.149
H 3.1695 1.6860 -0.4684 -0.060 0.023 0.066 -0.354
H -0.5575 5.4231 9.9624 0.007 0.011 -0.008 0.237
H -2.1112 3.3122 10.9983 -0.022 -0.047 -0.191 0.266
H -1.2480 2.5034 3.4728 0.006 0.007 -0.023 0.234
H 3.3640 -3.4611 -2.9786 -0.066 0.023 0.018 0.632
H -4.0752 2.1310 7.6296 0.005 0.003 0.025 0.291
H 0.8772 -1.9191 -2.3399 -0.083 -0.093 0.054 0.005
H -1.5526 -5.3321 -0.9217 -0.012 -0.005 -0.038 0.257
H -2.3376 2.4751 7.5329 0.010 0.006 0.012 0.225
H 5.5065 -0.0010 -3.3167 0.068 0.002 0.054 0.471
H 5.7439 -0.7676 3.6689 0.003 0.011 0.002 0.298
H 2.1655 1.9545 2.4194 -0.098 -0.100 -0.002 0.432
H 0.1733 -0.9747 0.0340 0.091 -0.034 -0.051 0.766
H -2.8617 1.2997 11.3879 0.024 -0.071 -0.013 0.284
H -3.4931 3.8067 7.6962 0.002 -0.019 0.052 0.245
H 5.0295 5.2458 -2.0356 -0.016 0.002 -0.002 0.298
H 6.0742 3.2472 -1.3753 0.038 0.003 0.007 0.213
H 6.6240 -0.4929 2.1444 0.006 0.015 0.002 0.270
H -2.1934 5.0166 9.4145 0.007 0.020 -0.007 0.103
H 4.7427 -2.6484 -1.2322 -0.005 0.090 -0.002 0.370
H -4.2219 3.2080 5.5553 -0.003 -0.007 -0.010 0.270
H 2.8448 0.0793 -1.8143 0.108 0.068 -0.133 -2.732
H -4.4880 2.9681 11.0825 -0.157 -0.015 -0.037 0.273
H -0.4670 1.4248 -0.5065 0.072 0.027 0.000 1.169
H 5.2528 -0.4923 -1.6276 0.034 -0.124 -0.116 0.274
H 1.7980 -0.3840 1.8909 -0.099 -0.091 0.009 0.349
```
Positions in Å, forces in eV/Å.

Results
- LUMO (Eh) = -0.0292
- SMILES = CCCCCc1c(N)c(C(F)(F)C(F)(F)C(F)(F)C(F)(F)F)c2c(c1OC[C@H](C)CC(C)C)C(=O)C(F)=CC2=O.CO.CO.CO.CO.CO.CO.CO.CO
- HOMO-LUMO gap (eV) = 8.3